108
Properties=species:S:1:pos:R:3:forces:R:3 method="wB97M-V/def2-TZVPD" multiplicity=2 total_energy_ev=-172896.7814 s_squared=0.7642 orbital_gap_ev="5.59 / 5.31" total_charge=-1 e_lumo_ev="2.19 / 1.81" homo_energy_ha="-0.12512 / -0.12855" de_lowest_kj_mol=324.51
C 2.665164 -1.160321 2.273437 0.7 0.0 -0.3
H -3.575467 -4.196837 -2.590522 0.0 0.0 0.0
C 2.824920 -1.649984 -6.038668 0.1 -0.1 0.0
H -3.167343 2.116648 6.074850 -0.1 0.0 -0.1
H -1.217115 4.492245 2.403105 0.0 0.0 0.0
C -3.061679 0.394016 -1.607187 0.0 -0.2 0.0
C 1.423645 2.318700 -4.338534 -0.3 -0.1 0.1
C -5.246322 1.537452 0.084593 0.1 -0.1 0.2
H 2.314630 3.453965 1.397622 0.0 0.0 0.0
H 3.540800 -0.964905 2.881695 0.0 0.0 0.1
H -1.979302 0.256137 -1.589312 0.0 0.0 0.0
H -5.825194 1.405354 -0.835755 0.0 -0.1 0.0
H -2.297558 -2.299881 -3.610604 0.0 0.0 0.0
S 5.653173 -3.184979 -0.959034 0.1 0.1 -0.4
C -4.581890 -1.434002 0.337525 0.3 0.1 0.2
C 0.006610 2.740994 -2.451975 0.0 -0.1 0.0
H 1.332669 2.635682 5.337974 0.0 0.0 0.0
H 2.219454 -4.178321 2.840221 0.0 0.0 0.0
H 1.735266 -0.641848 4.762670 0.0 0.0 0.0
H 6.630265 -1.298734 0.179571 0.0 0.1 0.0
H -5.220947 -1.486869 1.222034 0.0 0.0 0.0
C -4.218506 3.194046 3.293539 0.0 0.0 0.0
O 1.268094 -0.293992 -0.917274 0.1 -0.6 -0.2
C 0.759377 -3.747511 1.226678 -0.6 0.0 -0.6
H -3.491010 4.000341 3.170445 0.0 0.0 0.0
Cl 5.561350 1.774224 -5.093410 0.1 0.0 0.0
H 1.961885 2.157292 -0.982864 0.1 0.1 -0.1
N 2.795778 -1.670665 1.105754 -0.2 0.1 0.2
H 7.345824 -1.588872 -1.434318 0.0 0.0 0.0
H -4.310912 -0.704529 4.158872 0.0 0.0 0.0
N 2.641760 1.939619 -5.003405 0.2 -0.2 0.3
S 2.672744 -3.427037 -1.128128 -0.3 0.1 0.6
C 4.192610 -1.817374 -6.124941 0.1 -0.1 0.1
H -4.895775 3.473578 4.108091 0.0 -0.1 0.0
H 2.158944 -2.473831 -6.250468 -0.1 0.0 0.0
H 0.619355 -6.073215 3.671936 0.1 0.0 0.0
H 0.682706 2.999874 -6.211863 0.0 0.0 0.0
C -2.701818 -3.788447 -2.098078 0.1 0.0 0.0
N -0.470923 -2.711019 -0.829362 -0.6 -0.4 -0.4
H -2.094972 0.775995 5.652888 0.0 0.0 0.0
H 5.726478 -0.827061 -1.292656 0.1 0.0 0.0
C 1.202131 2.215737 -2.948270 0.0 -0.1 -0.2
C 1.275264 -4.425628 2.369982 0.2 0.1 0.1
H 0.777505 3.209507 0.542924 0.0 0.0 0.0
C -2.252783 -4.323770 -0.907445 0.0 0.0 0.0
H -2.305481 -1.715569 3.769037 0.0 0.0 0.0
C 3.095625 0.668887 -5.331464 -0.4 0.1 0.0
H -3.258884 1.379088 -2.028837 0.0 0.1 0.0
C 2.260073 0.161795 -1.607044 0.0 0.4 0.0
H -1.636255 2.425447 5.236889 0.0 0.0 0.0
Si -3.341393 1.547117 3.631970 -0.1 0.3 0.1
H -3.482030 -0.354858 -2.286288 0.0 0.1 0.0
C -0.700569 3.435084 -4.631763 -0.1 0.1 -0.1
C -0.417580 4.404619 3.141930 0.0 -0.2 0.0
C 0.957893 -0.847674 4.037887 0.9 0.2 -0.2
C -0.356607 -1.156350 4.446932 -0.6 -0.3 0.0
H 2.405209 3.590104 4.297890 -0.1 0.0 0.0
H -3.812175 -2.205656 0.433286 -0.1 0.0 0.0
H -5.190407 -1.680822 -0.537966 0.0 0.1 0.0
C -2.482833 1.737509 5.309940 0.1 -0.1 -0.1
Si 0.475247 2.728074 2.957118 0.2 0.5 -0.2
H -0.167808 2.685231 -1.382771 -0.1 0.0 -0.1
C -0.951265 -1.268539 2.123109 0.1 0.9 -0.4
H 2.439656 1.822270 4.225878 0.0 0.0 0.0
H 4.606720 -2.779899 -6.386773 0.0 0.0 0.0
C -1.296918 -1.423267 3.507789 0.3 -0.3 0.3
H -1.837971 3.753503 -2.845933 0.0 0.0 0.0
H -5.439091 0.569431 4.625219 0.1 0.1 0.0
C 0.477150 2.935117 -5.150827 0.0 -0.1 0.0
H 3.404611 2.545765 -4.747320 0.1 0.0 0.0
H -0.860945 4.528498 4.134026 0.0 0.0 0.0
C 5.024578 -0.752506 -5.835714 0.1 0.0 0.0
C 4.062478 -2.760953 -0.342795 -0.4 0.0 0.2
Sb -1.723640 1.128988 1.658731 -0.9 -0.3 0.0
H -0.338576 -1.395457 -2.398789 0.1 0.0 0.1
Mn 1.175453 -2.128214 0.133551 0.6 0.3 0.0
N 0.389930 -1.287357 1.748053 0.1 -0.6 0.1
C 6.422681 -1.542816 -0.858206 -0.1 -0.2 0.1
C -4.721478 0.263291 3.858195 0.2 -0.1 -0.1
S -0.962798 -5.595221 1.887686 0.1 0.1 -0.1
C 1.785207 2.688363 4.344479 -0.2 -0.2 0.0
C 2.288712 -0.432106 -5.669151 0.0 0.1 0.1
C 2.190511 1.686288 -1.936162 0.2 -0.3 -0.2
H -1.425385 3.910735 -5.281558 0.0 0.0 0.0
H -4.805555 3.134603 2.373847 0.0 0.0 0.0
H 1.755551 1.815562 1.012916 -0.1 0.0 0.0
C -1.118637 -3.783241 -0.301770 0.1 0.1 -0.1
C -0.932178 3.341133 -3.271745 -0.1 0.0 0.1
H 0.287683 5.227777 2.981015 0.0 0.0 0.0
H 6.099987 -0.858863 -5.886720 0.0 0.1 0.0
C -2.001332 -2.729834 -2.663733 -0.1 -0.1 -0.1
C -0.902329 -2.226884 -1.996378 0.0 0.2 -0.1
C 1.429385 2.813068 1.322893 0.0 -0.1 0.2
H -1.629932 -1.665257 1.379909 0.1 -0.2 0.1
Si -3.805225 0.290154 0.131241 0.2 0.5 -0.3
C 0.466598 -5.419133 2.826575 -0.1 -0.1 0.0
C 4.476764 0.452738 -5.455616 0.1 0.1 0.1
H -2.740578 -5.170382 -0.441638 0.0 0.0 0.0
O 3.284718 -0.429284 -1.933583 -0.2 0.0 0.0
C 1.312131 -1.024465 2.717507 -1.3 0.3 0.4
H 3.205136 1.952698 -2.232806 0.0 0.0 0.0
C -0.451634 -4.285845 0.865221 0.1 -0.3 0.3
H -5.268765 0.114235 2.923866 0.0 0.0 0.1
Cl 0.551531 -0.323768 -5.674152 0.0 0.1 0.1
N 4.043324 -1.996600 0.701492 0.9 0.0 -0.2
H -5.929497 1.433965 0.931879 0.0 0.0 0.0
H -4.853996 2.557148 0.087837 0.0 0.0 0.0
H -0.603686 -1.209236 5.499375 0.1 0.0 0.0